[1]
Here is one molecule with the formula C23H29N3O3 from OMol25. Energies are from ωB97M-V with the def2-TZVPD basis set.

XYZ file:
```
58
Properties=species:S:1:pos:R:3:nbo_charge:R:1
C -2.271 -5.441 -0.033 -0.603
C -2.783 -4.072 -0.470 -0.217
C -1.659 -3.250 -1.097 -0.610
C -3.379 -3.337 0.739 -0.226
N -3.953 -2.062 0.382 -0.597
C -3.366 -0.889 0.694 0.679
O -2.342 -0.843 1.372 -0.665
C -4.032 0.324 0.150 -0.212
C -5.410 0.352 -0.051 -0.172
C -6.032 1.463 -0.585 -0.245
C -5.274 2.569 -0.939 -0.168
C -3.910 2.577 -0.730 -0.268
C -3.273 1.471 -0.166 0.282
N -1.914 1.454 0.096 -0.647
C -0.948 2.341 -0.282 0.676
O -1.142 3.328 -0.966 -0.608
C 0.415 1.963 0.193 -0.153
C 1.502 2.378 -0.574 -0.169
C 2.789 2.050 -0.203 -0.162
C 3.022 1.313 0.953 -0.025
C 4.431 0.946 1.327 -0.228
N 5.090 0.271 0.220 -0.439
C 6.513 0.097 0.442 -0.248
C 7.134 -0.529 -0.808 -0.072
O 6.542 -1.770 -1.112 -0.522
C 5.154 -1.618 -1.302 -0.072
C 4.485 -1.019 -0.066 -0.261
C 1.941 0.924 1.732 -0.220
C 0.647 1.242 1.361 -0.179
H -3.073 -6.034 0.401 0.207
H -1.865 -5.983 -0.884 0.213
H -1.484 -5.329 0.709 0.206
H -3.576 -4.213 -1.215 0.187
H -2.028 -2.289 -1.449 0.210
H -0.875 -3.066 -0.366 0.211
H -1.228 -3.780 -1.943 0.210
H -4.151 -3.957 1.207 0.195
H -2.595 -3.132 1.472 0.233
H -4.723 -2.069 -0.267 0.399
H -6.013 -0.495 0.247 0.208
H -7.103 1.467 -0.725 0.215
H -5.752 3.437 -1.367 0.217
H -3.319 3.438 -0.990 0.261
H -1.628 0.638 0.638 0.444
H 1.310 2.955 -1.466 0.232
H 3.630 2.353 -0.808 0.216
H 4.997 1.860 1.536 0.210
H 4.432 0.328 2.243 0.170
H 6.968 1.073 0.624 0.203
H 6.713 -0.556 1.311 0.166
H 8.197 -0.725 -0.655 0.193
H 7.005 0.162 -1.654 0.165
H 4.762 -2.615 -1.510 0.193
H 4.965 -0.961 -2.164 0.166
H 3.420 -0.876 -0.257 0.217
H 4.604 -1.714 0.785 0.167
H 2.110 0.363 2.640 0.213
H -0.169 0.934 1.998 0.223
```

LUMO level: 0.017 hartree
SMILES: CC(C)CNC(=O)c1ccccc1NC(=O)c1ccc(CN2CCOCC2)cc1
Total charge: 0
ΔE to the lowest compared entry with this formula, charge and spin: 40.96 kcal/mol
Highest occupied orbital energy: -8.49 eV

***

[2]
Here is a 6-piece molecular cluster, C16H44N2O6 overall from OMol25. Energies are from ωB97M-V with the def2-TZVPD basis set.

XYZ file:
```
68
Properties=species:S:1:pos:R:3:nbo_charge:R:1
N 29.172 10.218 20.286 -0.824
C 29.879 10.660 19.330 0.740
N 29.154 11.215 18.449 -0.871
O 31.258 10.521 19.397 -0.766
H 29.672 9.792 21.119 0.408
H 28.200 10.037 20.294 0.412
H 29.592 11.540 17.595 0.431
H 28.160 11.532 18.537 0.437
C 27.021 9.494 16.136 -0.624
C 27.154 8.388 17.154 0.092
C 27.058 7.039 16.437 -0.642
O 28.193 8.392 17.921 -0.727
H 27.959 9.745 15.634 0.198
H 26.694 10.400 16.696 0.190
H 26.228 9.212 15.437 0.219
H 26.262 8.522 17.736 0.131
H 26.503 6.358 17.020 0.215
H 28.038 6.600 16.332 0.221
H 26.567 7.048 15.436 0.208
H 28.447 9.343 18.046 0.502
C 31.379 12.646 14.809 -0.646
C 30.397 11.496 15.035 0.129
C 30.815 10.178 15.795 -0.655
O 29.383 11.870 15.637 -0.722
H 31.046 13.445 14.188 0.211
H 32.228 12.309 14.347 0.213
H 31.899 12.941 15.726 0.215
H 29.994 11.305 14.056 0.125
H 31.375 10.507 16.716 0.244
H 31.514 9.564 15.200 0.210
H 29.897 9.631 16.039 0.205
H 28.632 11.733 15.027 0.485
C 26.653 10.095 22.799 -0.648
C 26.182 10.418 21.373 0.094
C 26.510 11.812 21.026 -0.646
O 26.474 9.620 20.374 -0.724
H 26.643 9.092 23.162 0.217
H 26.162 10.754 23.569 0.219
H 27.687 10.259 22.856 0.201
H 25.100 10.308 21.453 0.142
H 27.514 12.107 21.030 0.220
H 25.913 12.404 21.782 0.218
H 26.106 12.115 20.014 0.227
H 26.034 8.738 20.486 0.504
C 28.534 4.840 19.364 -0.643
C 27.685 5.761 20.195 0.116
C 28.628 6.625 21.056 -0.650
O 26.783 6.421 19.601 -0.719
H 27.839 4.159 18.884 0.206
H 29.148 4.198 20.037 0.210
H 29.238 5.245 18.715 0.213
H 27.127 5.217 20.943 0.153
H 28.970 7.490 20.405 0.214
H 29.465 6.112 21.570 0.213
H 28.059 7.123 21.864 0.189
H 27.133 6.941 18.860 0.489
C 27.063 14.663 19.228 -0.622
C 26.946 14.085 17.845 0.094
C 28.167 14.536 17.048 -0.632
O 26.835 12.839 17.813 -0.697
H 26.884 15.751 19.141 0.212
H 28.057 14.512 19.695 0.210
H 26.373 14.234 19.920 0.213
H 26.063 14.538 17.492 0.138
H 28.129 14.414 16.010 0.200
H 29.064 13.831 17.356 0.219
H 28.300 15.606 17.314 0.208
H 26.406 12.699 17.019 0.476
```

LUMO level: 0.005 hartree
SMILES: NC(N)=O.CC(C)O.CC(C)O.CC(C)O.CC(C)O.CC(C)O
Total charge: 0
ΔE to the lowest compared entry with this formula, charge and spin: 142.41 kcal/mol
Highest occupied orbital energy: -8.61 eV

***

[3]
Here is C65H60N3NaO4PSb2 as an isolated structure from OMol25. Energies are from ωB97M-V with the def2-TZVPD basis set.

XYZ file:
```
136
Properties=species:S:1:pos:R:3:mulliken_charge:R:1
Na -0.033 0.280 0.596 1.308
O 1.193 3.588 -3.800 -0.791
C -0.150 3.630 -3.786 0.016
C -0.789 4.360 -4.793 -0.765
C -2.169 4.447 -4.833 -0.557
C -2.942 3.808 -3.870 -1.108
C -2.309 3.083 -2.874 -0.278
C -0.923 2.975 -2.808 1.575
C -0.333 2.172 -1.680 0.136
O -1.116 1.596 -0.882 -0.786
N 1.001 2.142 -1.682 -0.416
N 1.517 1.420 -0.628 0.603
C 2.768 1.187 -0.627 -1.968
C 3.483 0.459 0.422 1.205
C 4.862 0.702 0.473 -0.755
C 5.691 0.165 1.440 -1.085
C 5.117 -0.662 2.404 -0.684
C 3.770 -0.947 2.372 -0.518
C 2.889 -0.433 1.382 0.602
O 1.646 -0.798 1.384 0.181
H 1.449 3.034 -2.990 0.446
H -0.170 4.852 -5.535 0.476
H -2.646 5.018 -5.622 0.352
H -4.024 3.875 -3.898 0.447
H -2.872 2.579 -2.097 0.099
H 3.388 1.591 -1.436 0.159
H 5.283 1.364 -0.279 0.424
H 6.752 0.384 1.449 0.356
H 5.734 -1.105 3.180 0.331
H 3.327 -1.615 3.103 0.355
C -3.958 -1.752 2.546 -1.604
C -2.693 -2.101 3.321 0.307
C -2.321 -3.569 3.121 -1.294
C -1.507 -1.214 2.918 2.167
C -0.338 -1.242 3.921 -0.164
O -0.417 0.058 4.567 -0.437
C -1.274 0.790 3.810 -0.496
N -1.889 0.208 2.864 -0.414
C -1.446 2.195 4.262 -0.102
C -2.115 2.389 5.472 -0.709
C -2.324 3.666 5.957 -0.814
C -1.854 4.763 5.243 -0.726
C -1.173 4.569 4.054 0.001
C -0.958 3.286 3.545 0.228
P 0.058 2.971 2.048 2.155
C 1.691 3.507 2.675 0.522
C 2.149 4.822 2.738 -0.239
C 3.410 5.100 3.245 -0.729
C 4.224 4.068 3.698 -0.762
C 3.775 2.758 3.648 -0.421
C 2.513 2.481 3.137 -0.476
C -0.455 4.293 0.908 0.221
C -1.796 4.659 0.786 -0.793
C -2.206 5.508 -0.231 -0.989
C -1.287 5.997 -1.149 -0.338
C 0.045 5.628 -1.046 -0.684
C 0.459 4.778 -0.028 -0.538
H -4.770 -2.438 2.801 0.469
H -3.787 -1.830 1.467 0.258
H -4.279 -0.731 2.748 0.329
H -2.875 -1.933 4.391 0.297
H -2.196 -3.789 2.055 0.028
H -3.100 -4.229 3.509 0.516
H -1.381 -3.826 3.620 0.358
H -1.170 -1.535 1.925 -0.675
H 0.630 -1.315 3.426 -0.354
H -0.450 -2.002 4.694 0.579
H -2.473 1.527 6.023 0.521
H -2.851 3.810 6.893 0.383
H -2.013 5.766 5.618 0.432
H -0.798 5.421 3.502 0.325
H 1.529 5.631 2.370 0.303
H 3.761 6.125 3.279 0.414
H 5.214 4.290 4.080 0.371
H 4.407 1.941 3.970 0.449
H 2.175 1.452 3.078 0.111
H -2.533 4.262 1.475 0.435
H -3.254 5.769 -0.321 0.368
H -1.615 6.633 -1.962 0.400
H 0.765 5.966 -1.781 0.307
H 1.493 4.464 0.011 0.345
C 0.152 -3.929 0.035 -0.218
C -0.947 -4.525 -0.846 -0.998
C -1.554 -3.592 -1.894 -1.289
Sb -1.884 -1.527 -1.313 0.708
C -1.518 -0.777 -3.270 0.869
C -2.489 -0.763 -4.268 -0.458
C -2.196 -0.248 -5.525 -0.760
C -0.929 0.253 -5.796 -0.832
C 0.049 0.226 -4.812 -0.916
C -0.245 -0.290 -3.556 0.273
C -4.018 -1.517 -1.408 0.118
C -4.763 -2.663 -1.141 -0.389
C -6.152 -2.620 -1.110 -0.576
C -6.815 -1.423 -1.346 -0.572
C -6.082 -0.272 -1.606 -0.579
C -4.694 -0.319 -1.632 -0.305
Sb 1.680 -2.792 -1.001 0.815
C 1.987 -4.278 -2.531 0.365
C 1.582 -3.951 -3.827 -0.388
C 1.704 -4.865 -4.868 -0.647
C 2.244 -6.121 -4.626 -0.461
C 2.662 -6.456 -3.344 -0.667
C 2.533 -5.540 -2.307 -0.392
C 3.327 -3.431 0.203 0.661
C 4.606 -3.145 -0.271 -0.581
C 5.734 -3.502 0.456 -0.589
C 5.597 -4.152 1.675 -0.500
C 4.329 -4.429 2.164 -0.668
C 3.203 -4.067 1.434 -0.455
H 0.666 -4.733 0.563 0.715
H -0.249 -3.250 0.792 -0.582
H -1.742 -4.919 -0.200 0.453
H -0.532 -5.395 -1.367 0.476
H -2.500 -3.983 -2.278 0.853
H -0.890 -3.505 -2.755 0.336
H -3.488 -1.133 -4.067 0.481
H -2.965 -0.225 -6.289 0.408
H -0.709 0.676 -6.769 0.371
H 1.032 0.641 -5.001 0.428
H 0.523 -0.276 -2.791 -0.077
H -4.265 -3.609 -0.949 0.209
H -6.715 -3.522 -0.901 0.371
H -7.897 -1.386 -1.322 0.355
H -6.589 0.669 -1.786 0.406
H -4.134 0.591 -1.826 0.479
H 1.163 -2.968 -4.033 0.453
H 1.381 -4.592 -5.866 0.433
H 2.343 -6.835 -5.435 0.349
H 3.090 -7.434 -3.151 0.387
H 2.873 -5.811 -1.312 0.368
H 4.734 -2.621 -1.213 0.314
H 6.718 -3.256 0.075 0.398
H 6.476 -4.424 2.248 0.371
H 4.211 -4.918 3.125 0.357
H 2.224 -4.264 1.854 0.119
```

LUMO level: 0.072 hartree
Total charge: -1
Highest occupied orbital energy: -4.30 eV